88
Properties=species:S:1:pos:R:3 method="wB97M-V/def2-TZVPD" charge=0 homo_lumo_gap_ev="6.47 / 6.71" multiplicity=3 energy_ev=-84138.0396 relative_energy_kj_mol=26.2 fmax_ev_per_a=1.06 lumo_energy_ev="0.405 / -0.683"
Pd -0.05 1.16 -0.36
C 2.12 -0.82 1.71
C 2.03 0.51 2.47
P 0.51 1.47 2.04
C -0.91 0.67 2.85
C -2.16 1.02 2.36
C -3.31 0.62 3.02
C -3.22 -0.17 4.16
C -1.97 -0.56 4.63
C -0.82 -0.13 3.99
C 0.74 2.93 3.12
C 1.98 3.57 3.16
C 2.19 4.69 3.94
C 1.15 5.23 4.68
C -0.10 4.63 4.63
C -0.31 3.50 3.85
P 1.62 -0.60 -0.05
C 3.05 0.35 -0.74
C 4.33 0.37 -0.18
C 5.36 1.08 -0.79
C 5.14 1.75 -1.98
C 3.88 1.72 -2.56
C 2.85 1.03 -1.94
C 1.95 -2.25 -0.76
C 2.50 -2.38 -2.04
C 2.75 -3.63 -2.58
C 2.47 -4.78 -1.85
C 1.91 -4.66 -0.58
C 1.64 -3.41 -0.05
H 1.45 -1.56 2.15
H 3.13 -1.22 1.73
H 2.87 1.14 2.18
H 2.07 0.38 3.55
H -2.24 1.62 1.46
H -4.29 0.90 2.64
H -4.11 -0.50 4.67
H -1.89 -1.19 5.50
H 0.15 -0.42 4.37
H 2.81 3.18 2.57
H 3.17 5.16 3.96
H 1.30 6.11 5.29
H -0.93 5.04 5.20
H -1.29 3.05 3.84
H 4.54 -0.17 0.73
H 6.34 1.09 -0.33
H 5.95 2.29 -2.45
H 3.71 2.23 -3.50
H 1.87 1.02 -2.40
H 2.73 -1.50 -2.62
H 3.17 -3.71 -3.57
H 2.69 -5.76 -2.26
H 1.66 -5.55 -0.01
H 1.17 -3.33 0.92
O -0.56 -1.90 0.97
S -1.77 -1.79 0.16
O -3.01 -1.84 0.89
N -1.59 -0.55 -0.82
C -2.66 -0.16 -1.62
C -3.86 -0.84 -1.77
C -4.89 -0.35 -2.60
C -4.75 0.80 -3.31
C -3.53 1.51 -3.23
C -3.30 2.70 -3.96
C -2.08 3.30 -3.90
C -1.09 2.73 -3.09
N -1.27 1.66 -2.36
C -2.48 1.03 -2.41
C -1.74 -3.24 -0.87
C -2.35 -4.39 -0.39
C -2.27 -5.57 -1.12
C -1.60 -5.58 -2.34
C -1.00 -4.42 -2.82
C -1.07 -3.25 -2.08
H -4.03 -1.74 -1.20
H -5.81 -0.91 -2.66
H -5.54 1.18 -3.94
H -4.10 3.10 -4.58
H -1.87 4.21 -4.45
H -0.10 3.18 -3.06
H -2.88 -4.34 0.56
H -2.74 -6.47 -0.75
H -1.55 -6.49 -2.91
H -0.48 -4.43 -3.77
H -0.59 -2.34 -2.44
C 0.72 3.22 -0.47
H -0.12 3.88 -0.22
H 1.09 3.46 -1.47
H 1.52 3.41 0.25

---

19
Properties=species:S:1:pos:R:3 method="wB97M-V/def2-TZVPD" charge=0 homo_lumo_gap_ev=10.26 energy_ev=-8464.2310 relative_energy_kj_mol=11.9 fmax_ev_per_a=0.48 lumo_energy_ev=0.834
C 0.92 1.31 -0.16
C 0.43 -0.96 0.63
C 1.14 -1.83 -0.39
O 0.44 -1.28 1.80
C -0.24 0.33 0.15
C -1.13 0.88 1.27
C -1.10 0.06 -1.10
H 1.78 1.12 0.49
H 0.61 2.34 0.01
H 1.26 1.23 -1.20
H 1.26 -1.35 -1.36
H 0.55 -2.75 -0.52
H 2.11 -2.13 0.01
H -1.63 1.79 0.92
H -1.89 0.16 1.55
H -0.54 1.12 2.16
H -1.73 -0.83 -0.96
H -0.49 -0.10 -2.00
H -1.76 0.91 -1.29

---

7
Properties=species:S:1:pos:R:3 method="wB97M-V/def2-TZVPD" charge=0 homo_lumo_gap_ev="8.42 / 8.41" energy_ev=-14362.1491 relative_energy_kj_mol=233.5 fmax_ev_per_a=3.95 lumo_energy_ev="-1.279 / -1.279"
N -0.55 1.29 -1.85
N 0.76 -1.12 0.42
O -0.89 0.75 0.71
P -0.21 0.34 -0.65
H 1.40 -0.83 1.15
H 1.04 -1.82 -0.25
H -1.55 1.38 0.47

---

16
Properties=species:S:1:pos:R:3 method="wB97M-V/def2-TZVPD" charge=+1 homo_lumo_gap_ev="13.82 / 5.67" multiplicity=2 energy_ev=-4330.8113 relative_energy_kj_mol=40.6 fmax_ev_per_a=2.94 lumo_energy_ev="-3.005 / -10.839"
C 0.85 1.43 0.23
C 0.73 2.13 1.54
H -0.03 0.70 -0.03
H 1.13 2.02 -0.65
H 1.69 0.72 0.22
H 1.64 1.88 2.12
H -0.07 1.67 2.16
H 0.48 3.18 1.45
C -0.42 -1.24 -1.25
C -1.22 -2.25 -0.50
H 0.21 -0.59 -0.55
H 0.27 -1.58 -2.04
H -1.04 -0.54 -1.84
H -2.01 -2.71 -1.09
H -0.54 -3.03 -0.16
H -1.66 -1.77 0.39

---

59
Properties=species:S:1:pos:R:3 method="wB97M-V/def2-TZVPD" charge=0 homo_lumo_gap_ev=9.19 energy_ev=-58656.6408 relative_energy_kj_mol=0.0 fmax_ev_per_a=3.74 lumo_energy_ev=0.221
C 1.25 -1.79 -0.89
C 1.37 -0.41 -1.62
S 0.73 -0.39 -3.32
C -1.07 -0.70 -3.17
C -1.65 -0.41 -1.78
O -2.47 0.78 -1.72
S -3.14 0.68 -0.25
O -2.14 0.95 0.77
O -4.30 1.49 -0.02
O -3.54 -0.90 -0.35
C -2.68 -1.49 -1.34
O -1.98 -2.55 -0.64
C -2.80 -3.54 -0.41
N -3.38 -4.54 -0.35
H 0.45 -2.38 -1.34
H 1.06 -1.64 0.18
H 2.20 -2.33 -0.95
H 0.89 0.35 -1.00
H 2.43 -0.15 -1.65
H -1.32 -1.70 -3.52
H -1.56 0.00 -3.86
H -0.96 -0.41 -0.93
H -3.22 -2.02 -2.14
C 3.64 1.89 0.64
O 2.25 1.61 0.64
H 4.17 0.94 0.69
H 3.93 2.41 -0.28
H 3.91 2.50 1.50
H 1.80 2.47 0.59
C -2.39 -7.50 -2.43
O -3.61 -6.77 -2.39
H -2.51 -8.31 -3.14
H -1.57 -6.85 -2.76
H -2.16 -7.92 -1.45
H -3.49 -6.05 -1.75
C 1.78 5.74 0.04
O 1.60 4.40 -0.43
H 2.85 5.91 0.20
H 1.41 6.45 -0.70
H 1.26 5.88 0.99
H 0.66 4.27 -0.56
C 0.04 1.62 3.31
O -0.13 0.28 2.85
H 1.10 1.79 3.47
H -0.33 2.32 2.56
H -0.50 1.77 4.25
H -1.07 0.15 2.70
C 0.77 7.63 3.87
O 1.42 7.74 2.60
H 0.65 6.57 4.10
H 1.38 8.09 4.65
H -0.21 8.10 3.84
H 1.52 8.67 2.41
C 1.49 -5.70 -0.12
O 1.17 -4.45 0.50
H 2.54 -5.68 -0.39
H 1.32 -6.52 0.58
H 0.89 -5.85 -1.02
H 0.24 -4.48 0.73